(1)
C33H38AsClCuN6P2S | ωB97M-V with the def2-TZVPD basis set

Structure (ORCA input):
```
! RIJCOSX wB97M-V def2-TZVPD def2/J DEFGRID3
* xyz 2 2
Cu -0.499 0.390 0.041
C 1.673 -0.350 5.062
N 1.654 -0.299 3.622
C 2.591 -0.847 2.805
C 2.181 -0.618 1.520
N 1.007 0.050 1.545
C 0.707 0.244 2.820
P -0.802 1.102 3.383
C -0.831 2.393 2.079
N -0.746 2.207 0.769
C -0.840 3.418 0.178
C -0.983 4.366 1.153
N -0.977 3.712 2.341
C -1.118 4.329 3.630
C -1.952 -0.044 2.548
N -2.031 -0.301 1.250
C -3.044 -1.181 1.089
C -3.584 -1.471 2.313
N -2.890 -0.745 3.225
C -3.049 -0.790 4.655
H 2.667 -0.650 5.394
H 0.952 -1.080 5.435
H 1.434 0.627 5.486
H 3.452 -1.354 3.188
H 2.647 -0.899 0.598
H -0.834 3.519 -0.890
H -1.086 5.428 1.088
H -1.206 5.403 3.495
H -0.251 4.124 4.259
H -2.013 3.965 4.134
H -3.333 -1.544 0.123
H -4.386 -2.132 2.571
H -4.027 -1.198 4.900
H -2.962 0.211 5.082
H -2.285 -1.430 5.100
Cl -3.040 0.436 -2.050
C -3.187 -1.255 -2.367
C -4.349 -1.801 -2.878
C -4.403 -3.170 -3.091
C -3.310 -3.974 -2.813
C -2.146 -3.421 -2.313
C -2.083 -2.052 -2.075
P -0.560 -1.208 -1.567
C 0.367 -2.522 -0.753
C -0.320 -3.303 0.180
C 0.348 -4.274 0.898
C 1.710 -4.461 0.708
C 2.401 -3.664 -0.192
C 1.740 -2.685 -0.912
C 0.155 -0.896 -3.206
C -0.097 0.321 -3.836
C 0.438 0.579 -5.083
C 1.239 -0.371 -5.698
C 1.460 -1.596 -5.089
C 0.912 -1.870 -3.849
H -5.189 -1.167 -3.113
H -5.304 -3.608 -3.487
H -3.364 -5.036 -2.994
H -1.294 -4.048 -2.103
H -1.381 -3.151 0.323
H -0.195 -4.898 1.592
H 2.228 -5.230 1.258
H 3.460 -3.806 -0.348
H 2.282 -2.049 -1.597
H -0.682 1.076 -3.332
H 0.242 1.521 -5.574
H 1.682 -0.159 -6.658
H 2.071 -2.340 -5.576
H 1.076 -2.832 -3.389
C 2.730 3.423 0.762
As 2.692 2.971 -1.133
C 4.539 2.941 -1.723
C 1.922 4.444 -2.157
S 1.731 1.130 -1.492
H 3.064 4.449 0.900
H 3.422 2.740 1.259
H 1.742 3.284 1.195
H 4.951 3.944 -1.607
H 4.574 2.656 -2.777
H 5.127 2.227 -1.146
H 2.092 5.391 -1.649
H 0.856 4.295 -2.311
H 2.415 4.464 -3.131
*
```

Values from the calculation:
HOMO level (spin up / spin down), eV: -13.08 / -13.11
E_LUMO (spin up / spin down), eV: -4.585 / -6.460

=====

(2)
C43H34AsNO2PPtS | ωB97M-V with the def2-TZVPD basis set

Structure (ORCA input):
```
! RIJCOSX wB97M-V def2-TZVPD def2/J DEFGRID3
* xyz 1 5
Pt -0.978 -0.157 -0.881
O -2.562 -1.998 -3.283
C -3.052 -1.388 -2.363
O -2.641 -1.368 -1.118
C -4.224 -0.465 -2.590
C -5.430 -0.908 -3.085
C -6.479 -0.010 -3.284
C -6.314 1.351 -3.025
C -5.105 1.820 -2.565
C -4.042 0.920 -2.326
S -2.562 1.585 -1.781
H -5.553 -1.958 -3.317
H -7.429 -0.374 -3.653
H -7.130 2.039 -3.197
H -4.949 2.876 -2.384
C -0.123 -3.428 4.408
C -0.358 -3.642 3.057
C -0.667 -2.572 2.229
C -0.744 -1.290 2.765
C -0.513 -1.072 4.120
C -0.200 -2.146 4.941
As -1.204 0.160 1.585
C -2.932 0.831 2.122
C -4.064 0.297 1.516
C -5.322 0.750 1.890
C -5.445 1.734 2.862
C -4.313 2.269 3.464
C -3.053 1.819 3.097
C 0.009 1.605 1.964
C -0.368 2.881 1.546
C 0.540 3.926 1.610
C 1.829 3.701 2.084
C 2.203 2.432 2.503
C 1.292 1.382 2.444
H 0.115 -4.264 5.053
H -0.305 -4.643 2.648
H -0.856 -2.730 1.173
H -0.577 -0.071 4.530
H -0.020 -1.982 5.996
H -3.960 -0.474 0.759
H -6.205 0.330 1.425
H -6.426 2.089 3.152
H -4.411 3.038 4.218
H -2.170 2.248 3.555
H -1.372 3.060 1.177
H 0.243 4.917 1.291
H 2.537 4.518 2.132
H 3.203 2.255 2.879
H 1.592 0.391 2.758
N 0.811 0.337 -1.041
P 2.270 -0.213 -1.390
C 2.141 -1.592 -2.536
C 3.045 -2.652 -2.480
C 2.912 -3.709 -3.368
C 1.873 -3.715 -4.292
C 0.970 -2.663 -4.342
C 1.109 -1.591 -3.474
C 3.050 -0.816 0.113
C 4.150 -0.185 0.682
C 4.648 -0.645 1.895
C 4.047 -1.720 2.534
C 2.941 -2.346 1.966
C 2.440 -1.895 0.757
C 3.265 1.113 -2.074
C 2.809 2.425 -1.970
C 3.585 3.458 -2.478
C 4.803 3.179 -3.084
C 5.254 1.869 -3.188
C 4.487 0.831 -2.684
H 3.835 -2.661 -1.741
H 3.611 -4.533 -3.330
H 1.765 -4.549 -4.972
H 0.146 -2.670 -5.043
H 0.403 -0.772 -3.525
H 4.611 0.663 0.192
H 5.508 -0.160 2.339
H 4.439 -2.075 3.478
H 2.467 -3.180 2.468
H 1.573 -2.372 0.312
H 1.857 2.626 -1.494
H 3.236 4.479 -2.403
H 5.402 3.986 -3.484
H 6.200 1.656 -3.667
H 4.830 -0.193 -2.774
*
```

Values from the calculation:
HOMO level (spin up / spin down), eV: -9.88 / -10.96
E_LUMO (spin up / spin down), eV: -1.820 / -5.312

=====

(3)
C2H3NO2 | ωB97M-V with the def2-TZVPD basis set

Structure (ORCA input):
```
! RIJCOSX wB97M-V def2-TZVPD def2/J DEFGRID3
* xyz 0 1
N 0.715 0.212 0.967
C 0.467 -0.166 -0.312
O 1.290 -0.608 -1.090
C -1.008 -0.051 -0.720
O -1.832 -0.807 -0.262
H 1.654 0.149 1.337
H -0.024 0.553 1.562
H -1.261 0.718 -1.483
*
```

Values from the calculation:
HOMO level, eV: -9.87
Relative energy (zero: lowest compared OMol25 entry of this formula, charge and spin), kcal per mole: 10.9
E_LUMO, eV: 0.503
Structure (SMILES): NC(=O)C=O

=====

Number 1: largest force on an atom 0.99 eV/A. Number 2: largest force on an atom 0.67 eV/A. Number 3: largest force on an atom 0.76 eV/A.